# C6H10O

2 unconnected molecules or ions with the total composition C6H10O (wB97M-V/def2-TZVPD, the Open Molecules 2025 dataset).

## Properties
- ΔE to the lowest compared entry with this formula, charge and spin: 2.213 eV
- SMILES string: C=C=C(C)C.C=O
- LUMO level: 0.8 eV
- HOMO-LUMO gap: 9.900 eV

Element x y z (Å)
C 2.1435 -0.1344 -0.6810
C 0.9768 -0.6277 -0.3490
C -0.2477 -0.9070 0.0276
C -1.3952 -0.9229 -0.9552
C -0.5988 -0.9981 1.4948
H 2.2728 0.9476 -0.6773
H 3.0138 -0.7225 -0.9643
H -2.1363 -0.1832 -0.6257
H -1.8943 -1.8983 -1.0050
H -1.0654 -0.6500 -1.9618
H -0.9759 -1.9870 1.7821
H -1.3866 -0.2633 1.7040
H 0.2663 -0.7616 2.1210
C 0.2685 2.2784 0.0016
O -0.8635 1.9412 0.2526
H 0.5893 2.5215 -1.0350
H 1.0565 2.3354 0.7862

Cartesian forces, eV/Å:
C -0.1089 -0.1382 0.0252
C -0.1102 0.0168 0.0346
C 0.2790 0.2075 -0.0785
C -0.0164 -0.0253 -0.0663
C 0.0262 -0.0301 0.0716
H 0.1229 -0.1509 -0.0559
H -0.2428 -0.0223 0.0671
H 0.1243 -0.1437 -0.0843
H 0.1229 0.1060 0.0848
H -0.0289 -0.0899 0.1639
H 0.0448 0.1120 -0.1404
H 0.1375 -0.1359 -0.0083
H -0.1342 -0.0882 -0.0888
C -0.5844 -0.1993 0.1245
O 0.7362 0.5512 -0.1211
H -0.1088 0.0046 0.2382
H -0.2591 0.0258 -0.1662

=====

# C24H34BN6

7 unconnected molecules or ions with the total composition C24H34BN6 (wB97M-V/def2-TZVPD, the Open Molecules 2025 dataset).

## Properties
- ΔE to the lowest compared entry with this formula, charge and spin: 0.201 eV
- LUMO level: 2.8 eV
- HOMO-LUMO gap: 8.152 eV
- Charge: -1

Element x y z (Å)
B -5.1616 -28.2543 -15.4257
H -5.3784 -28.6160 -14.3126
H -3.9934 -28.1920 -15.9064
H -5.5224 -29.1440 -16.3061
H -5.6683 -27.0467 -15.6895
N -6.9965 -24.3266 -14.7527
C -7.0723 -23.2975 -15.5558
C -7.6462 -22.1549 -14.6833
C -8.2616 -22.8290 -13.4889
C -7.8770 -24.2916 -13.6451
H -6.5555 -25.1667 -14.9616
H -6.5280 -23.3166 -16.3487
H -7.7733 -21.1424 -14.8640
H -8.9704 -22.4208 -12.8151
H -8.1659 -25.2021 -12.9880
N -4.2709 -31.7211 -15.2455
C -2.9752 -32.2559 -15.2882
C -3.0347 -33.6489 -14.8889
C -4.5461 -33.8984 -14.5386
C -5.1821 -32.5411 -14.6880
H -4.5084 -30.8683 -15.5350
H -2.2253 -31.5580 -15.5880
H -2.2976 -34.2613 -14.6884
H -4.7610 -34.7156 -13.9704
H -6.1520 -32.2542 -14.5243
N -1.1970 -28.3885 -11.8727
C -0.1626 -27.7419 -11.2681
C -0.1628 -26.2918 -11.7301
C -1.2698 -26.2633 -12.7446
C -1.9823 -27.6304 -12.8126
H -1.3223 -29.4248 -11.5753
H 0.4145 -28.3123 -10.5623
H 0.5009 -25.6779 -11.3732
H -1.6559 -25.3575 -13.4248
H -2.8162 -27.9502 -13.2384
N -4.4857 -28.4267 -18.7701
C -3.5667 -27.4430 -19.3087
C -3.3792 -27.7972 -20.7074
C -3.9809 -29.2652 -20.8171
C -4.7580 -29.5235 -19.6275
H -4.9954 -28.3933 -17.9385
H -3.4499 -26.4102 -18.8029
H -2.6616 -27.3102 -21.3745
H -3.9059 -29.9002 -21.7441
H -5.4741 -30.3245 -19.3176
N -8.6232 -28.0827 -13.1858
C -8.4174 -28.3042 -11.8006
C -9.7826 -27.9791 -11.1840
C -10.6679 -27.2897 -12.2134
C -9.7858 -27.4766 -13.5083
H -7.9400 -28.1663 -13.9218
H -7.4202 -28.7450 -11.5064
H -10.0243 -28.1245 -10.0464
H -11.5643 -26.7281 -12.0824
H -10.1771 -27.3745 -14.4397
N -4.1220 -31.9154 -11.9504
C -4.0525 -32.8969 -10.9622
C -4.2369 -32.1202 -9.6923
C -4.3285 -30.7071 -10.0016
C -4.1836 -30.5453 -11.5127
H -4.1214 -32.0295 -12.8355
H -4.2378 -33.9365 -11.0140
H -4.2542 -32.7084 -8.6773
H -4.4543 -29.9806 -9.2879
H -4.2830 -29.7414 -12.1611

Cartesian forces, eV/Å:
B 0.2460 0.7638 -2.6842
H 0.1680 -0.1875 0.6062
H -0.2368 0.1402 1.1772
H -0.6135 0.5934 0.8474
H 0.2344 -1.4781 0.2912
N -3.8440 -1.4890 3.0572
C -3.2869 5.5965 7.5049
C -0.5669 -6.1914 0.3171
C 3.0805 -3.6500 -4.3532
C -0.0501 3.3757 0.9445
H 0.8751 -1.8237 -0.8059
H 3.2460 0.4568 -5.0047
H -0.1285 1.5466 -0.8254
H -0.2229 0.2500 0.5879
H 0.9453 1.7832 -1.4245
N 2.2381 -4.6559 2.0466
C -2.0791 -2.5593 0.6133
C -7.5850 6.1816 -0.7204
C 3.5966 6.7108 -1.9881
C 3.7264 -5.5582 -0.7548
H -0.9263 4.5678 -1.4125
H 0.6170 -0.1775 -0.2103
H 3.6254 -2.9804 0.6618
H -1.3164 -1.9936 1.2154
H -2.1049 0.6501 0.2483
N -1.0244 -1.6352 -0.3083
C -1.4202 3.9611 -2.0389
C -5.9435 -8.6052 -2.8135
C -1.2813 -1.5815 0.0563
C 8.5085 4.7537 4.7902
H -0.2916 2.5865 -1.1560
H 0.2700 0.2999 0.1061
H 3.2898 3.7863 1.4061
H 1.1256 -2.2129 1.8995
H -3.3247 -1.3771 -1.9875
N 1.5993 -0.2352 -3.0543
C -2.7299 -0.9317 -2.0275
C -0.7243 -3.4578 3.5857
C -0.5483 2.2338 0.6936
C 2.6054 2.7140 -1.4729
H -0.4129 0.5833 1.9354
H -0.0839 -2.2561 -0.7349
H -0.4943 -0.3513 0.1739
H -0.2109 0.8131 1.2941
H 1.0627 0.9077 -0.3745
N -0.4313 0.7710 1.2670
C -3.8633 0.3944 -0.7558
C 1.6775 1.0633 -0.9944
C 6.8860 -3.4350 -1.6988
C -2.7169 0.1578 7.1129
H 0.5658 -0.3441 0.2072
H -1.7199 0.5530 0.0047
H 0.6147 0.4548 -2.5026
H -0.4344 -0.1166 -0.0571
H -0.3682 0.4994 -2.6991
N 0.4219 2.8302 8.1432
C -1.3798 5.5872 2.8986
C 0.5937 -1.6594 -1.7683
C 1.0463 -3.0298 -4.8182
C -0.6134 -5.7716 6.0316
H 0.1724 -1.7577 -7.5504
H 0.2574 -0.6980 -0.8333
H -0.0542 1.7202 -2.0555
H -0.1844 1.7780 1.2695
H -0.0782 1.1358 -1.1085

=====

# C4H7NO2

2 unconnected molecules or ions with the total composition C4H7NO2 (wB97M-V/def2-TZVPD, the Open Molecules 2025 dataset).

## Properties
- ΔE to the lowest compared entry with this formula, charge and spin: 9.624 eV
- LUMO level: -4.5 eV
- HOMO-LUMO gap: 3.670 eV

Element x y z (Å)
C -1.0912 -0.4929 2.2784
N 0.2517 -0.3392 1.8356
C 0.9284 -0.2580 -0.5261
C 0.0304 0.1963 0.6306
C -0.9216 1.0987 0.1376
O 1.5464 -0.2762 -2.8642
O -1.7826 -1.4731 2.2704
H -1.5140 0.4464 2.6857
H 1.7617 -0.7324 -3.6894
H 1.9505 -0.2047 -0.1943
H 0.6373 -1.2333 -0.8763
H 0.7188 0.4016 -1.3737
H -1.9940 0.9625 0.1458
H -0.5218 1.9041 -0.4602

Cartesian forces, eV/Å:
C -1.2607 1.4007 2.2246
N -1.9341 -0.8411 -2.6379
C -1.4723 1.9473 0.5525
C 2.8784 -2.0707 1.1476
C -0.6600 -0.1999 -0.3620
O 0.4261 -0.4331 -0.4713
O 1.2625 -0.1075 -0.3943
H -0.0904 0.1341 0.0068
H -0.0628 0.2106 -0.0969
H 0.7027 0.1439 -0.2018
H -0.2035 -0.3630 0.2497
H 0.5420 -0.0720 -0.1810
H -0.1371 0.0069 0.1006
H 0.0091 0.2439 0.0634

=====

# C10H14AuN4S

A molecular structure, C10H14AuN4S (wB97M-V/def2-TZVPD, the Open Molecules 2025 dataset).

## Properties
- LUMO level: -3.5 eV
- HOMO-LUMO gap: 8.338 eV
- Charge: +1

Element x y z (Å)
Au 0.3873 1.1938 -1.6100
N 0.0169 0.4167 0.1800
C -0.1400 0.4777 1.3277
N -0.2857 0.4878 2.6106
C -1.5957 0.6418 3.2593
C -1.9348 -0.6176 4.0670
C -0.6576 -1.2896 4.5994
C 0.4480 -0.2585 4.8286
C 0.8940 0.3289 3.4899
H -2.3438 0.8413 2.4961
H -1.5337 1.5136 3.9123
H -2.4922 -1.3192 3.4462
H -2.5895 -0.3254 4.8887
H -0.3027 -2.0297 3.8779
H -0.8708 -1.8217 5.5249
H 1.3070 -0.7238 5.3100
H 0.0937 0.5297 5.4956
H 1.5946 -0.3448 2.9965
H 1.3846 1.2961 3.6207
S 0.8217 2.2228 -3.6061
C 0.7866 0.9460 -4.7097
N 1.0625 1.2362 -6.0195
C 0.9889 0.3073 -6.9937
C 0.6589 -0.9725 -6.6745
C 0.4472 -1.2406 -5.3095
N 0.5120 -0.3230 -4.3709
H 1.3174 2.1899 -6.2368
H 1.2125 0.6272 -8.0015
H 0.5822 -1.7418 -7.4258
H 0.2305 -2.2485 -4.9735

Cartesian forces, eV/Å:
Au 0.1014 0.2536 -0.5753
N -0.1458 -0.0966 0.7437
C -0.0048 -0.0852 -0.1930
N 0.1070 -0.0528 0.0625
C -0.1690 -0.1014 0.1275
C 0.0920 -0.0027 -0.0822
C 0.0031 0.1126 0.0469
C -0.1440 -0.1332 -0.0944
C 0.1606 0.0423 0.1607
H 0.0274 0.0666 -0.0192
H -0.0110 0.0378 -0.0630
H -0.0121 0.0047 0.0130
H 0.0001 0.0022 0.0113
H 0.0036 -0.0264 0.0226
H -0.0127 -0.0415 -0.0271
H 0.0476 0.0715 -0.0001
H 0.0126 0.0138 0.0064
H -0.0447 -0.0141 -0.0401
H -0.0236 -0.0107 -0.0278
S 0.0411 0.1932 0.1049
C 0.0768 -0.2312 -0.2197
N -0.0995 -0.1131 0.2317
C 0.0390 -0.1249 -0.1606
C -0.0343 -0.0416 0.0955
C 0.0992 0.1620 -0.1087
N -0.0935 -0.0454 0.0642
H -0.0120 0.0430 -0.0797
H -0.0043 0.0964 0.0344
H 0.0257 0.0172 -0.0170
H -0.0259 0.0039 -0.0179

=====

Copy entry 4 word for word.
# C10H14AuN4S

A molecular structure, C10H14AuN4S (wB97M-V/def2-TZVPD, the Open Molecules 2025 dataset).

## Properties
- LUMO level: -3.5 eV
- HOMO-LUMO gap: 8.338 eV
- Charge: +1

Element x y z (Å)
Au 0.3873 1.1938 -1.6100
N 0.0169 0.4167 0.1800
C -0.1400 0.4777 1.3277
N -0.2857 0.4878 2.6106
C -1.5957 0.6418 3.2593
C -1.9348 -0.6176 4.0670
C -0.6576 -1.2896 4.5994
C 0.4480 -0.2585 4.8286
C 0.8940 0.3289 3.4899
H -2.3438 0.8413 2.4961
H -1.5337 1.5136 3.9123
H -2.4922 -1.3192 3.4462
H -2.5895 -0.3254 4.8887
H -0.3027 -2.0297 3.8779
H -0.8708 -1.8217 5.5249
H 1.3070 -0.7238 5.3100
H 0.0937 0.5297 5.4956
H 1.5946 -0.3448 2.9965
H 1.3846 1.2961 3.6207
S 0.8217 2.2228 -3.6061
C 0.7866 0.9460 -4.7097
N 1.0625 1.2362 -6.0195
C 0.9889 0.3073 -6.9937
C 0.6589 -0.9725 -6.6745
C 0.4472 -1.2406 -5.3095
N 0.5120 -0.3230 -4.3709
H 1.3174 2.1899 -6.2368
H 1.2125 0.6272 -8.0015
H 0.5822 -1.7418 -7.4258
H 0.2305 -2.2485 -4.9735

Cartesian forces, eV/Å:
Au 0.1014 0.2536 -0.5753
N -0.1458 -0.0966 0.7437
C -0.0048 -0.0852 -0.1930
N 0.1070 -0.0528 0.0625
C -0.1690 -0.1014 0.1275
C 0.0920 -0.0027 -0.0822
C 0.0031 0.1126 0.0469
C -0.1440 -0.1332 -0.0944
C 0.1606 0.0423 0.1607
H 0.0274 0.0666 -0.0192
H -0.0110 0.0378 -0.0630
H -0.0121 0.0047 0.0130
H 0.0001 0.0022 0.0113
H 0.0036 -0.0264 0.0226
H -0.0127 -0.0415 -0.0271
H 0.0476 0.0715 -0.0001
H 0.0126 0.0138 0.0064
H -0.0447 -0.0141 -0.0401
H -0.0236 -0.0107 -0.0278
S 0.0411 0.1932 0.1049
C 0.0768 -0.2312 -0.2197
N -0.0995 -0.1131 0.2317
C 0.0390 -0.1249 -0.1606
C -0.0343 -0.0416 0.0955
C 0.0992 0.1620 -0.1087
N -0.0935 -0.0454 0.0642
H -0.0120 0.0430 -0.0797
H -0.0043 0.0964 0.0344
H 0.0257 0.0172 -0.0170
H -0.0259 0.0039 -0.0179

=====

LUMO level of number 3 (C4H7NO2)? -4.5 eV